# 1
99
Properties=species:S:1:pos:R:3:mulliken_spin:R:1 method="wB97M-V/def2-TZVPD" lumo_energy_ev="-4.07 / -3.81" max_force_ev_per_a=5.18 gap_ev="5.2 / 6.8" charge=+1 homo_ev="-9.3 / -10.6" spin_multiplicity=3
W 0.983 0.582 -0.132 1.39
Br 1.764 4.627 6.126 0.00
C 1.503 3.863 4.408 0.00
C 1.046 4.661 3.358 0.02
C 0.849 4.091 2.115 0.00
C 1.102 2.740 1.914 -0.01
O 0.953 2.193 0.723 0.04
C 1.578 1.921 2.973 0.06
C 1.869 0.540 2.809 0.05
N 1.653 -0.161 1.721 0.05
C 1.973 -1.528 1.662 0.05
C 2.629 -2.268 2.629 0.01
C 2.845 -3.638 2.444 -0.01
C 2.390 -4.289 1.328 0.00
C 1.716 -3.571 0.321 -0.02
C 1.171 -4.173 -0.831 0.06
C 0.472 -3.396 -1.721 -0.02
C 0.372 -2.030 -1.518 0.05
N 0.923 -1.394 -0.472 0.03
C 1.546 -2.182 0.479 0.07
C 1.769 2.529 4.230 0.01
H 0.856 5.713 3.510 0.00
H 0.510 4.685 1.276 0.00
H 2.254 0.025 3.683 -0.02
H 2.990 -1.801 3.534 0.00
H 3.370 -4.197 3.208 0.00
H 2.531 -5.356 1.210 0.00
H 1.289 -5.237 -0.989 0.00
H 0.017 -3.833 -2.599 0.00
H -0.164 -1.399 -2.212 0.00
H 2.127 1.934 5.061 0.00
C -0.496 1.515 -1.550 0.09
Si -2.284 1.465 -0.987 -0.05
C -2.069 1.205 0.905 0.02
N -1.230 0.023 1.271 0.03
C -1.166 -0.054 2.761 0.01
C -2.372 -0.744 3.391 0.00
C -2.362 -2.237 3.025 0.00
C -1.670 -2.431 1.668 0.00
C -1.920 -1.210 0.793 0.03
C -3.188 0.033 -1.845 0.00
C -2.687 -0.568 -2.999 0.00
C -3.338 -1.637 -3.604 0.00
C -4.522 -2.119 -3.067 0.00
C -5.072 -1.497 -1.954 0.00
C -4.416 -0.431 -1.361 0.00
C -3.419 2.951 -1.250 0.00
C -3.224 4.164 -0.583 0.00
C -4.068 5.244 -0.790 0.00
C -5.132 5.137 -1.673 0.00
C -5.340 3.946 -2.353 0.00
C -4.490 2.869 -2.145 0.00
H -0.221 2.581 -1.559 0.00
H -0.509 1.228 -2.607 0.03
H -3.042 1.154 1.413 0.00
H -1.561 2.089 1.299 0.00
H -1.053 0.958 3.147 0.00
H -0.288 -0.622 3.062 0.00
H -3.299 -0.269 3.065 0.00
H -2.317 -0.619 4.473 0.00
H -3.385 -2.611 2.981 0.00
H -1.842 -2.814 3.792 0.00
H -2.073 -3.305 1.155 0.00
H -0.601 -2.602 1.800 0.00
H -2.997 -1.033 0.800 0.00
H -1.639 -1.409 -0.235 -0.01
H -1.780 -0.184 -3.456 0.00
H -2.924 -2.087 -4.498 0.00
H -5.023 -2.961 -3.526 0.00
H -6.015 -1.844 -1.552 0.00
H -4.873 0.064 -0.509 0.00
H -2.399 4.270 0.115 0.00
H -3.893 6.176 -0.267 0.00
H -5.797 5.976 -1.829 0.00
H -6.162 3.855 -3.052 0.00
H -4.668 1.952 -2.690 0.00
N 1.999 0.717 -2.488 -0.01
C 2.546 -0.559 -2.859 0.02
C 2.166 -1.157 -4.050 0.00
C 2.644 -2.416 -4.385 0.00
C 3.506 -3.070 -3.520 0.00
C 3.902 -2.454 -2.341 0.00
C 3.445 -1.186 -1.991 0.01
C 3.951 -0.432 -0.818 -0.01
C 5.279 -0.651 -0.437 -0.02
C 5.892 0.142 0.513 0.03
C 5.198 1.222 1.035 -0.02
C 3.878 1.432 0.673 0.05
C 3.178 0.591 -0.206 -0.08
H 2.760 1.363 -2.299 0.00
H 1.468 1.077 -3.272 0.01
H 1.491 -0.637 -4.722 0.00
H 2.342 -2.877 -5.316 0.00
H 3.887 -4.052 -3.767 0.00
H 4.575 -2.978 -1.673 0.00
H 5.850 -1.431 -0.924 0.00
H 6.915 -0.051 0.809 0.00
H 5.686 1.892 1.732 0.00
H 3.380 2.299 1.086 0.01

***

# 2
102
Properties=species:S:1:pos:R:3:mulliken_charge:R:1 method="wB97M-V/def2-TZVPD" lumo_energy_ev=-8.73 max_force_ev_per_a=4.00 gap_ev=4.8 charge=+3 homo_ev=-13.5
Pb 1.312 -4.172 0.468 1.35
N 3.140 -5.934 0.810 -0.58
C 2.515 -6.992 1.686 -0.62
C 1.928 -6.520 3.000 -0.50
N 1.483 -5.115 2.964 -0.31
C 0.155 -4.923 3.646 -0.77
C -1.051 -5.291 2.686 -0.54
N -1.116 -4.359 1.548 -0.48
H 3.637 -6.414 0.018 0.27
H 3.909 -5.419 1.318 0.28
H 3.340 -7.777 1.912 0.44
H 1.778 -7.515 1.036 0.20
H 2.714 -6.675 3.772 0.39
H 1.092 -7.194 3.207 0.25
H 2.160 -4.513 3.510 0.30
H 0.011 -3.841 3.939 0.38
H 0.011 -5.568 4.540 0.36
H -2.037 -5.236 3.195 0.47
H -0.859 -6.338 2.317 0.30
H -1.677 -3.549 1.825 0.23
H -1.695 -4.795 0.826 0.22
O 0.500 4.381 -1.961 -0.31
C -0.845 4.278 -2.427 -0.12
C -1.383 5.336 -3.160 -0.45
C -2.750 5.328 -3.510 -0.75
C -3.497 4.280 -3.081 -0.72
C -2.977 3.207 -2.329 -1.06
C -1.615 3.186 -1.988 1.13
P -0.693 2.063 -0.929 1.99
C -1.881 0.690 -0.770 0.42
C -1.798 -0.327 -1.711 -0.49
C -2.696 -1.360 -1.672 -0.87
C -3.503 -1.560 -0.536 -0.61
C -3.670 -0.482 0.373 -0.69
C -2.860 0.630 0.288 -0.04
C 0.744 1.252 -1.667 -0.09
C 1.283 1.588 -2.909 -0.08
C 2.429 0.858 -3.386 -0.94
C 3.048 -0.111 -2.678 -0.95
C 2.501 -0.460 -1.418 -0.67
C 1.370 0.164 -0.966 0.14
C 0.822 5.419 -1.072 -0.81
C 1.352 6.614 -1.505 -0.24
C 1.358 7.687 -0.598 -0.62
C 1.094 7.481 0.731 -0.77
C 0.659 6.274 1.209 -0.82
C 0.498 5.177 0.304 0.81
P 0.080 3.596 1.001 2.06
C -1.413 3.870 1.979 0.40
C -2.155 4.990 1.705 -0.60
C -3.154 5.434 2.568 -0.74
C -3.395 4.751 3.735 -0.49
C -2.714 3.557 4.021 -0.70
C -1.766 3.082 3.117 -0.53
C 1.388 2.874 2.086 0.61
C 1.540 3.173 3.441 -0.50
C 2.665 2.722 4.158 -0.63
C 3.659 1.928 3.517 -0.72
C 3.463 1.650 2.185 -0.86
C 2.478 2.273 1.429 -0.49
H -0.741 6.230 -3.362 0.37
H -3.164 6.122 -4.118 0.48
H -4.547 4.222 -3.353 0.45
H -3.661 2.507 -1.825 0.45
H -0.973 -0.286 -2.410 0.38
H -2.688 -2.041 -2.478 0.60
H -4.123 -2.496 -0.355 0.45
H -4.489 -0.618 1.103 0.44
H -2.912 1.329 1.174 0.12
H 0.787 2.389 -3.494 0.43
H 2.649 0.932 -4.451 0.44
H 4.006 -0.458 -2.992 0.50
H 2.906 -1.261 -0.816 0.55
H 0.858 -0.149 -0.032 0.32
H 1.563 6.730 -2.576 0.66
H 1.581 8.708 -0.863 0.45
H 1.360 8.268 1.416 0.46
H 0.405 6.113 2.243 0.55
H -2.139 5.401 0.730 0.48
H -3.896 6.191 2.209 0.38
H -4.176 5.048 4.452 0.42
H -2.901 3.025 4.981 0.43
H -1.221 2.182 3.394 0.60
H 0.902 3.884 4.001 0.35
H 2.751 3.045 5.206 0.43
H 4.528 1.550 4.034 0.46
H 4.128 1.056 1.617 0.55
H 2.537 2.184 0.326 0.58
Cl -0.714 -7.017 -6.422 -0.18
C -0.164 -6.117 -5.083 0.18
C -0.092 -4.674 -5.236 -0.43
C 0.205 -3.907 -4.151 0.10
Cl 0.599 -2.222 -4.345 -0.13
C 0.484 -4.506 -2.797 0.53
O 0.948 -3.683 -1.910 -0.61
C 0.129 -5.944 -2.677 0.60
C 0.230 -6.610 -1.418 -0.49
O 0.318 -6.087 -0.234 -0.48
C -0.096 -6.722 -3.811 -0.98
H -0.269 -4.187 -6.220 0.42
H 0.240 -7.707 -1.437 0.41
H -0.067 -7.773 -3.821 0.45